A structure of composition C37H42AsF6N5OS3TeTi in a non-equilibrium geometry. Source: the OMol25 dataset; level of theory: ωB97M-V/def2-TZVPD.

```
97
Properties=species:S:1:pos:R:3:forces:R:3:mulliken_charge:R:1
C -0.025 2.213 1.293 0.200 0.197 0.272 0.881
H -2.044 -6.688 -0.844 -0.017 -0.007 0.051 0.350
H 0.231 2.215 -5.919 0.085 -0.050 0.042 0.421
C -1.555 -5.160 4.158 0.053 -0.053 0.100 -0.337
C 5.557 -0.487 3.170 -0.109 -0.081 -0.137 -1.118
H -0.480 -4.417 2.457 -0.042 -0.022 -0.010 0.302
H 1.736 3.284 1.749 0.009 0.088 0.024 0.417
C -3.647 3.052 1.317 0.082 -0.075 -0.019 -0.627
C 2.758 0.070 1.338 -0.508 0.174 0.074 0.156
H -2.293 -2.600 0.428 -0.024 0.014 -0.057 -0.150
C -2.294 3.251 1.352 -0.007 0.075 -0.008 -1.333
H 4.707 -0.803 3.777 0.014 0.006 0.039 0.240
H -1.439 -6.198 3.868 -0.014 0.017 -0.015 0.531
H 5.824 0.533 3.456 0.043 -0.012 0.045 0.311
H -4.747 -4.270 -1.191 -0.035 -0.033 0.002 0.204
C -2.355 -3.511 5.703 0.006 -0.039 0.019 -0.586
C 3.013 -0.696 -2.739 -0.203 -0.344 0.067 -0.549
C 1.963 1.596 -1.563 0.226 0.174 -0.264 -0.819
C -3.663 -4.999 0.546 -0.189 -0.066 0.039 2.263
F -4.524 0.191 -2.372 0.280 -0.152 0.008 -0.496
C -0.449 -5.440 -1.460 -0.096 -0.131 -0.014 -1.110
H 0.332 3.784 2.712 0.000 0.057 0.005 0.435
F -3.032 -0.928 -4.006 0.065 0.165 0.271 -0.517
H 6.030 -0.279 1.067 0.025 -0.088 0.013 0.370
H -4.464 -6.014 -1.211 -0.001 -0.016 -0.013 0.337
H 3.414 -1.598 -3.192 0.061 0.033 -0.023 0.400
S -1.730 1.612 -2.882 0.238 0.451 -0.464 0.199
H -0.900 3.816 -2.675 0.015 -0.039 0.018 0.215
C -1.204 3.402 -4.800 0.072 0.007 0.033 -0.719
H 4.842 -1.543 1.425 0.067 -0.001 -0.043 0.270
C -1.003 -4.159 3.372 0.169 0.033 -0.088 -0.209
N 0.005 -1.873 -0.927 1.034 -1.563 -1.121 1.620
H -1.878 4.230 1.546 -0.014 -0.004 0.037 0.453
C -1.114 -2.820 3.743 0.038 0.028 -0.354 0.027
F -2.390 -0.847 -1.574 -0.466 -0.041 -0.295 -0.369
H -5.022 -4.210 2.028 -0.011 -0.039 -0.016 0.567
C 3.651 0.513 -2.901 0.179 -0.019 -0.165 -1.102
H 4.568 0.569 -3.475 -0.023 -0.014 -0.023 0.396
C 1.292 0.390 -1.359 0.949 -0.626 -0.427 1.787
H 3.636 2.615 -2.441 0.017 0.001 -0.004 0.450
C -0.039 2.417 -4.881 -0.053 0.065 -0.040 -0.605
F -3.086 -2.946 -2.665 -0.080 0.030 0.061 -0.459
C -2.257 -4.840 5.311 0.005 0.033 0.055 -0.616
C -1.420 2.156 1.138 -0.018 -0.139 0.382 0.677
C -0.612 -3.109 -0.796 -0.071 -0.658 0.004 -2.508
Ti -0.379 -0.040 -0.217 -1.354 0.803 -0.495 -2.009
H 0.464 4.288 1.018 -0.031 0.049 0.032 0.355
C 5.172 -0.541 1.693 -0.064 0.141 0.124 -0.534
C -4.708 -5.164 -0.571 0.047 0.071 0.027 -1.759
C -3.255 0.747 0.833 -0.103 -0.105 0.111 -0.156
N 0.657 1.052 1.110 0.400 0.198 0.547 2.564
C 1.099 -1.945 -1.682 -0.637 -0.884 0.279 0.524
C 0.668 3.475 1.719 -0.123 -0.155 -0.134 -2.360
H -4.560 -6.503 1.808 -0.007 -0.016 0.013 0.466
H -5.697 -5.329 -0.135 -0.004 -0.033 0.003 0.463
H 0.834 2.835 -4.375 0.001 -0.016 -0.003 0.218
H -5.215 1.560 1.075 0.006 -0.039 -0.022 0.505
H 1.570 2.501 -1.109 0.015 -0.009 0.023 0.153
Te -0.395 -1.173 2.554 -0.120 -0.284 0.978 0.365
H -3.353 -3.670 2.242 -0.053 0.033 0.011 0.132
H 0.302 0.624 -3.655 -0.016 -0.087 0.038 -0.470
C -4.154 1.760 1.078 -0.040 0.033 0.056 -1.067
S 1.479 -3.546 -2.250 -0.238 0.331 0.137 -0.621
C 0.048 -4.149 -1.459 0.179 0.319 -0.004 1.626
H -0.917 4.403 -5.127 -0.074 0.010 0.016 0.397
C -1.642 3.384 -3.347 -0.216 -0.285 -0.006 -0.643
H -2.030 3.059 -5.429 0.034 0.052 -0.076 0.303
N 1.998 1.130 1.360 0.561 0.357 0.027 -1.697
H -4.326 3.877 1.494 0.016 0.029 -0.022 0.401
S 2.293 -1.594 1.270 0.063 -0.189 0.121 -0.503
As -3.827 -1.392 -2.524 -0.219 0.054 -0.402 2.086
H -2.619 3.829 -3.166 0.023 0.029 0.034 0.451
H -3.609 -0.263 0.664 0.009 0.000 -0.197 0.188
C -4.122 -3.891 1.499 0.056 0.045 -0.081 -1.574
C -0.498 1.150 -4.170 -0.187 0.048 -0.046 0.225
C 3.125 1.667 -2.315 -0.254 -0.020 0.127 -0.736
H -1.823 -1.481 5.253 -0.069 -0.020 0.017 0.308
H 0.080 -6.229 -1.980 -0.054 -0.027 -0.005 0.418
H 4.274 1.351 1.521 -0.060 0.019 -0.075 0.276
C 1.846 -0.762 -1.963 0.314 1.117 -0.050 0.159
F -5.209 -1.928 -3.427 0.178 0.030 0.129 -0.523
H -4.369 -2.982 0.952 0.028 0.022 0.039 0.093
C -1.769 -2.516 4.936 0.025 0.165 -0.078 -0.431
H -2.718 -5.617 5.909 0.035 -0.025 -0.006 0.366
O -1.025 1.582 -1.554 0.017 -0.075 0.266 -0.150
N -1.933 0.914 0.830 -0.711 0.863 0.357 1.004
C -1.793 -3.395 -0.106 0.085 0.019 0.131 0.876
C -1.637 -5.687 -0.801 0.210 -0.002 -0.125 -0.533
H -3.331 -7.162 0.729 -0.015 -0.023 -0.009 0.347
H -2.882 -3.246 6.612 -0.008 -0.017 0.000 0.367
H 6.403 -1.144 3.379 0.020 0.014 0.029 0.401
N 4.099 0.369 1.368 0.197 0.050 -0.036 -0.131
C -2.320 -4.677 -0.110 0.000 0.077 0.071 0.170
F -4.602 -1.849 -1.043 0.170 0.000 0.095 -0.434
C -3.588 -6.305 1.352 0.116 0.087 -0.032 -1.642
H -1.018 0.466 -4.839 -0.042 -0.052 0.029 0.580
H -2.846 -6.220 2.147 -0.057 -0.038 -0.026 0.135
```
Positions in Å, forces in eV/Å.

Values from the calculation:
⟨S²⟩: 3.775
E_LUMO (alpha / beta): 2.2 / 2.0 eV
HOMO level (alpha / beta): -2.67 / -4.52 eV
2S+1: 4
Net charge: -1

***

A cluster of 2 separate species, C3H7N3O in total. Source: the OMol25 dataset; level of theory: ωB97M-V/def2-TZVPD.

```
14
Properties=species:S:1:pos:R:3:forces:R:3:mulliken_charge:R:1
N 1.731 -0.439 -0.817 -0.386 -0.599 0.303 -0.347
C 1.819 0.978 -0.547 0.043 0.207 0.049 -0.414
H 2.137 1.498 -1.454 -0.044 -0.108 0.137 0.232
H 0.835 1.333 -0.223 0.200 -0.002 -0.055 0.108
N 0.493 -2.272 0.234 0.255 0.349 -0.188 -0.726
H 1.028 -2.863 0.860 -0.005 0.041 0.004 0.207
H 2.556 1.172 0.240 -0.098 -0.037 -0.114 0.248
C 1.115 -1.295 -0.227 0.230 0.071 -0.150 0.727
H -1.887 2.073 -0.128 -0.079 -0.122 0.078 0.237
C -1.303 0.177 0.244 -0.499 0.177 0.051 -0.380
H -3.181 1.040 0.389 0.087 -0.041 -0.004 0.230
O -1.920 -0.933 0.636 0.225 0.041 -0.088 -0.469
H -1.230 -1.634 0.610 -0.081 0.062 0.008 0.520
N -2.194 1.167 0.183 0.151 -0.040 -0.030 -0.173
```
Positions in Å, forces in eV/Å.

Values from the calculation:
E_LUMO: 1.0 eV
HOMO level: -8.63 eV